The following is a quantum chemistry calculation of a 2-piece molecular cluster, C3H6N5OS overall in a non-equilibrium geometry, from the Open Molecules 2025 dataset.

Last column: Mulliken charge in e.
Cartesian coordinates (Å):
C -2.962575 0.104232 -0.104324  0.10
C 1.343038 0.452355 0.409707  -1.10
C 0.046702 0.251136 -0.392357  0.20
N -4.935076 0.962510 -0.359859  -0.37
N -3.610207 1.164169 -0.604017  -0.28
N -3.941539 -0.653170 0.490038  0.24
N -5.131680 -0.050926 0.332853  -0.49
N -0.660602 -0.665401 0.377853  -0.13
O 0.511762 -0.180169 -1.737945  -0.54
S -0.610593 -2.244428 0.121416  -0.31
H 1.962542 1.126087 -0.103523  0.37
H 1.836853 -0.503040 0.245650  0.27
H 1.247086 0.595874 1.464225  0.35
H -0.396984 1.197130 -0.759179  0.27
H 0.721401 -1.170771 -1.841875  0.29
H -3.805846 -1.440946 0.967923  0.16

Force components x, y, z for each atom (eV/Å):
C 0.030 0.159 0.281
C -0.227 -1.515 -0.643
C 2.221 0.023 -2.620
N -0.089 2.087 -0.342
N 0.552 -1.005 -0.213
N 0.956 4.476 -2.709
N -1.139 -2.080 0.710
N -2.347 -0.133 0.719
O 0.129 -1.520 -0.134
S 0.324 0.090 -0.191
H 0.720 1.429 -0.361
H 0.213 -0.249 0.371
H -0.254 0.472 0.537
H -0.592 -0.650 1.290
H -0.773 2.048 1.038
H 0.277 -3.633 2.267

E: -865.00037 Eh
multiplicity: 1
E_LUMO (alpha / beta): 2.878 / 2.972 eV
highest occupied orbital energy (alpha / beta): -3.725 / -4.046 eV
total charge: -1
relative energy (zero: lowest compared OMol25 entry of this formula, charge and spin): 315.6 kJ/mol

---

The following is a quantum chemistry calculation of a 2-piece molecular cluster, C3H6NO2 overall, from the Open Molecules 2025 dataset.

Last column: Mulliken charge in e.
Cartesian coordinates (Å):
O 0.120902 -2.075760 0.909798  -0.66
C 0.451792 -1.522184 1.985242  -0.04
O 0.304563 -0.330888 2.327248  -0.61
H 0.948200 -2.199853 2.734854  0.36
C -0.453976 1.551963 -0.104544  -0.77
C 0.090245 0.551173 -0.788522  0.14
N -0.043375 0.342226 -2.175244  -0.57
H -1.114494 2.271262 -0.584884  0.22
H -0.360764 1.555431 0.971904  0.29
H 0.761353 -0.145897 -0.310254  0.17
H -0.941182 0.598664 -2.552516  0.21
H 0.236735 -0.596140 -2.413081  0.25

Force components x, y, z for each atom (eV/Å):
O 0.154 -0.112 0.140
C -0.227 0.065 -0.324
O 0.161 -0.137 0.195
H 0.028 0.015 0.089
C -0.345 -0.071 -0.035
C 0.208 0.513 -0.235
N 0.391 -0.034 0.244
H 0.006 -0.026 -0.014
H 0.154 0.039 -0.049
H -0.208 -0.142 0.193
H -0.029 -0.098 -0.020
H -0.293 -0.012 -0.184

E: -323.17550 Eh
multiplicity: 1
E_LUMO: 4.265 eV
highest occupied orbital energy: -3.909 eV
total charge: -1
relative energy (zero: lowest compared OMol25 entry of this formula, charge and spin): 112.3 kJ/mol

---

The following is a quantum chemistry calculation of an isolated ion of composition C3H6NO2 and charge +1 in a non-equilibrium geometry, from the Open Molecules 2025 dataset.

Last column: Mulliken charge in e.
Cartesian coordinates (Å):
C 0.031564 -0.860200 -0.745812  0.08
C 1.447267 0.586216 -1.832328  0.14
C -0.873718 -0.052168 1.370467  -0.83
N -0.052156 0.035738 0.181523  0.48
O 0.801633 -0.577586 -1.794227  -0.24
O 0.635491 1.140124 0.045044  -0.55
H -0.477576 -1.812172 -0.746039  0.39
H 2.513621 0.601373 -1.604763  0.27
H 1.039764 1.370838 -2.473451  0.27
H -1.149191 0.965420 1.656787  0.32
H -0.301088 -0.489466 2.190800  0.32
H -1.763094 -0.646633 1.175149  0.36

Force components x, y, z for each atom (eV/Å):
C -0.454 0.282 0.915
C -0.829 1.392 2.422
C -0.431 -0.018 1.009
N 0.135 -0.979 -1.307
O 0.215 -0.258 -0.446
O 1.534 0.098 -2.374
H -0.018 0.088 0.044
H -0.195 -0.211 0.097
H -0.067 -0.243 0.117
H -0.002 -0.186 -0.226
H 0.043 0.028 -0.179
H 0.070 0.008 -0.072

E: -322.73195 Eh
multiplicity: 1
E_LUMO (alpha / beta): -5.921 / -5.921 eV
highest occupied orbital energy (alpha / beta): -14.771 / -14.771 eV
total charge: +1
relative energy (zero: lowest compared OMol25 entry of this formula, charge and spin): 385.7 kJ/mol

---

The following is a quantum chemistry calculation of a 2-piece molecular cluster, C3H6NO3 overall in a non-equilibrium geometry, from the Open Molecules 2025 dataset.

Last column: Mulliken charge in e.
Cartesian coordinates (Å):
O 0.200078 0.164169 1.948007  -0.68
C 0.159540 -0.786555 1.163956  0.41
O 0.080605 -1.976852 1.349996  -0.65
C 0.089761 -0.307570 -0.373889  0.31
C -1.216627 0.316692 -0.521281  -0.66
O -0.659453 1.782190 -2.329584  -0.94
N 1.269136 0.469987 -0.726135  -0.76
H 0.116353 -1.225358 -0.963925  0.26
H -2.010397 -0.316262 -0.902287  0.32
H -1.506723 0.898421 0.356229  0.35
H -1.115844 1.220943 -1.645640  0.33
H 1.319852 1.177604 0.004152  0.29
H 0.930305 0.997295 -1.499150  0.41

Force components x, y, z for each atom (eV/Å):
O 0.299 0.748 0.188
C -0.687 1.254 0.765
O 0.115 -1.833 -0.234
C 0.242 -1.187 -1.661
C 0.873 -0.858 1.602
O 0.303 0.113 -0.009
N -0.033 -0.132 1.733
H -0.023 0.041 -0.075
H -0.088 0.223 -0.430
H 0.069 0.894 -0.723
H -1.211 -0.065 0.019
H 0.359 0.018 0.201
H -0.219 0.784 -1.376

E: -398.29237 Eh
multiplicity: 1
E_LUMO: 1.828 eV
highest occupied orbital energy: -5.211 eV
total charge: -1
relative energy (zero: lowest compared OMol25 entry of this formula, charge and spin): 529.5 kJ/mol

---

The following is a quantum chemistry calculation of a 2-piece molecular cluster, C3H6NO3 overall in a non-equilibrium geometry, from the Open Molecules 2025 dataset.

Last column: Mulliken charge in e.
Cartesian coordinates (Å):
C 2.246165 0.722568 0.404929  -0.65
C 1.796732 -0.564481 0.000100  0.78
C 1.504106 1.798338 0.310750  0.62
N -1.578891 0.374539 -0.186014  -0.59
O 0.635416 -0.857448 -0.061918  -0.67
O 2.787668 -1.415043 -0.230671  -0.42
O 0.718190 2.636686 0.146699  -0.31
H 3.333017 0.759890 0.639955  0.36
H -0.688011 -0.231330 -0.045519  0.32
H -1.405374 1.109122 -0.998215  0.40
H -2.323843 -0.502389 -0.438646  0.45
H 2.483292 -2.259941 -0.381803  0.34
H -1.824042 0.841372 0.684144  0.37

Force components x, y, z for each atom (eV/Å):
C 3.049 0.341 0.409
C 1.327 0.068 0.395
C -1.713 0.765 -0.549
N -1.622 -2.129 -2.542
O -1.956 -1.586 -0.580
O 1.063 3.475 0.699
O 1.123 -0.777 0.416
H -0.989 0.518 -0.104
H 0.118 1.035 -0.065
H -0.833 -2.142 2.055
H 2.054 3.682 0.630
H -1.323 -3.253 -0.648
H -0.296 0.003 -0.115

E: -398.11778 Eh
multiplicity: 1
E_LUMO: -3.907 eV
highest occupied orbital energy: -14.220 eV
total charge: +1
relative energy (zero: lowest compared OMol25 entry of this formula, charge and spin): 60.6 kJ/mol

---

The following is a quantum chemistry calculation of a 2-piece molecular cluster, C3H6NO4 overall in a non-equilibrium geometry, from the Open Molecules 2025 dataset.

Last column: Mulliken charge in e.
Cartesian coordinates (Å):
C -2.148325 -0.025184 0.790212  0.71
C 1.200334 0.602905 0.880385  -0.85
C 1.680423 -0.114529 -1.302336  -0.67
N 0.921761 -0.284278 -0.278342  -0.03
O -2.730925 -1.093250 0.895585  -0.70
O -1.923094 0.985485 1.409202  -0.61
O -1.452029 -1.129369 -1.275862  -0.41
O -1.277721 0.058119 -0.499449  -0.23
H 0.488923 1.467593 0.716299  0.30
H 0.970938 0.292724 1.836578  0.31
H 2.330430 1.026948 0.788951  0.27
H 2.310219 0.777211 -1.371937  0.21
H 1.297558 -0.745283 -2.030683  0.35
H -1.668495 -1.819091 -0.558601  0.34

Force components x, y, z for each atom (eV/Å):
C 1.265 -0.417 -0.885
C 0.015 2.550 -3.450
C 1.454 -0.216 -2.111
N 0.982 1.962 6.190
O -0.241 -0.002 0.234
O -0.512 0.589 0.657
O -0.285 -1.066 0.720
O -0.869 -0.922 0.074
H 0.927 -0.386 0.348
H -0.234 -1.382 1.910
H -2.434 -1.324 0.271
H -0.058 -0.545 -0.274
H -0.087 -0.322 -2.634
H 0.075 1.481 -1.051

E: -473.40959 Eh
multiplicity: 3
E_LUMO (alpha / beta): 4.121 / 2.112 eV
highest occupied orbital energy (alpha / beta): -1.424 / -5.098 eV
total charge: -1

---

The following is a quantum chemistry calculation of a 2-piece molecular cluster, C3H6NOP overall in a non-equilibrium geometry, from the Open Molecules 2025 dataset.

Last column: Mulliken charge in e.
Cartesian coordinates (Å):
C -0.662858 -1.212574 -0.081657  -0.35
C 0.674882 -0.552708 -0.319798  0.21
C 0.725483 0.984005 -0.698502  -0.93
N 0.346866 -1.149324 0.901862  -0.58
O -1.467177 1.334429 1.356250  -0.34
P -0.766971 0.716423 2.464689  0.50
H -1.581309 -0.671797 0.085008  0.22
H -0.768511 -2.229076 -0.501852  0.21
H 1.344996 -1.209176 -0.972502  0.31
H 1.813578 1.262857 -0.570216  0.24
H 0.020266 1.472176 -0.005370  0.23
H 0.320754 1.254765 -1.657911  0.29

Force components x, y, z for each atom (eV/Å):
C 0.204 -1.082 -1.278
C -0.731 0.594 -3.711
C 0.863 -1.252 2.174
N 0.527 0.717 3.553
O -1.183 0.781 -0.317
P 1.337 -1.614 -0.210
H -0.074 0.357 -0.275
H -0.334 0.517 0.245
H -0.555 1.006 1.016
H -1.371 0.337 -0.196
H 1.042 0.137 -0.284
H 0.276 -0.497 -0.719

E: -589.10873 Eh
multiplicity: 1
E_LUMO (alpha / beta): -1.274 / -1.464 eV
highest occupied orbital energy (alpha / beta): -8.833 / -7.642 eV
total charge: 0
relative energy (zero: lowest compared OMol25 entry of this formula, charge and spin): 360.9 kJ/mol

---

The following is a quantum chemistry calculation of C3H6NOP as an isolated structure in a non-equilibrium geometry, from the Open Molecules 2025 dataset.

Last column: Mulliken charge in e.
Cartesian coordinates (Å):
C 1.655708 0.458525 -0.338965  0.57
C -1.888576 0.364896 0.445514  -0.95
C 2.512755 -0.012432 0.479927  -0.74
N 0.683506 0.746364 -1.022488  -0.59
O -0.107811 -1.552520 -0.167581  -0.57
P -0.654729 -0.337094 -0.678804  0.67
H -1.983400 1.425947 0.387695  0.40
H -1.749470 -0.171452 1.319494  0.31
H -2.845105 0.144100 -0.036886  0.33
H 2.970360 -0.971132 0.146670  0.25
H 2.441466 0.393046 1.435843  0.29
H -1.034709 -0.488249 -1.970417  0.04

Force components x, y, z for each atom (eV/Å):
C -1.812 0.274 -0.927
C -0.679 0.546 -3.722
C 1.299 -1.789 -1.036
N -0.664 0.739 0.007
O 0.627 -3.444 1.564
P 1.014 2.334 -0.417
H 0.717 0.929 0.856
H 0.113 -0.450 2.010
H -0.142 -0.783 0.268
H 0.005 1.004 0.748
H 0.606 0.308 1.635
H -1.085 0.331 -0.987

E: -589.21328 Eh
multiplicity: 1
E_LUMO: 0.875 eV
highest occupied orbital energy: -9.115 eV
total charge: 0
relative energy (zero: lowest compared OMol25 entry of this formula, charge and spin): 86.4 kJ/mol

---

The following is a quantum chemistry calculation of an isolated ion of composition C3H6NOS and charge -1 in a non-equilibrium geometry, from the Open Molecules 2025 dataset.

Last column: Mulliken charge in e.
Cartesian coordinates (Å):
O -2.474255 -1.439828 0.940755  -0.63
C -1.936210 -0.617387 0.185062  -0.03
N -0.774762 0.004421 0.321207  -0.05
C 0.687204 -0.321162 0.541539  -0.38
C 1.406308 0.464304 -0.590567  -0.64
S 0.921250 2.218163 -0.602937  -0.67
H -2.489970 -0.389418 -0.745771  0.32
H -0.811701 0.948614 -0.102950  0.09
H 0.887977 0.093425 1.525562  0.19
H 0.706128 -1.405318 0.540619  0.33
H 2.545621 0.411686 -0.423321  0.23
H 1.332411 0.032501 -1.589198  0.24

Force components x, y, z for each atom (eV/Å):
O 0.846 0.100 -0.546
C -1.087 -1.812 0.876
N 0.690 1.278 -0.623
C -2.417 0.745 -0.484
C 2.359 -0.066 0.814
S 0.065 0.090 -0.131
H -0.062 0.710 0.166
H 0.431 -0.325 -0.293
H 0.725 -0.118 0.012
H 0.605 -0.232 -0.075
H -1.483 -0.013 0.180
H -0.672 -0.356 0.104

E: -646.11575 Eh
multiplicity: 1
SMILES string: O=CNCC[S-]
E_LUMO: 4.035 eV
highest occupied orbital energy: -2.988 eV
total charge: -1
relative energy (zero: lowest compared OMol25 entry of this formula, charge and spin): 131.2 kJ/mol

---

The following is a quantum chemistry calculation of an isolated ion of composition C3H6NOS and charge -1 in a non-equilibrium geometry, from the Open Molecules 2025 dataset.

Last column: Mulliken charge in e.
Cartesian coordinates (Å):
N -0.486996 0.962513 0.956196  -0.60
C -0.031281 0.360063 -0.305109  0.00
C 1.504174 0.325058 -0.058396  0.03
O 2.250784 0.896743 -0.812507  -0.54
C -0.729118 -0.958347 -0.569453  -0.76
S -0.319097 -2.215997 0.669354  -0.63
H -0.506557 0.205258 1.633686  0.23
H -1.302060 1.545018 0.885743  0.18
H -0.063966 1.090150 -1.115085  0.30
H 1.806430 -0.054026 0.942225  0.29
H -1.819199 -0.839120 -0.683432  0.27
H -0.303117 -1.317318 -1.543225  0.23

Force components x, y, z for each atom (eV/Å):
N 1.041 0.392 -0.208
C 0.405 0.369 1.078
C -1.217 0.178 0.186
O 0.613 -0.218 -0.071
C 1.000 -0.688 -1.433
S -0.084 -0.094 0.437
H -0.637 0.083 0.091
H -0.300 -0.345 0.076
H -0.606 0.001 -0.139
H 0.093 -0.105 -0.445
H 0.322 0.241 -0.002
H -0.630 0.187 0.429

E: -646.11195 Eh
multiplicity: 1
SMILES string: N[C@@H](C=O)C[S-]
E_LUMO: 4.100 eV
highest occupied orbital energy: -2.686 eV
total charge: -1
relative energy (zero: lowest compared OMol25 entry of this formula, charge and spin): 141.2 kJ/mol